1.
{"formula": "C5H4Cl2O", "method": "wB97M-V/def2-TZVPD", "homo_lumo_gap_ev": [8.03, 8.03], "spin_multiplicity": 1, "de_lowest_kcal_mol": 45.96, "max_force_ev_per_a": 3.3, "lumo_energy_ev": [-0.256, -0.255], "smiles": "CC(C=C=O)=C(Cl)Cl", "species": ["Cl", "Cl", "O", "C", "C", "C", "C", "C", "H", "H", "H", "H"], "positions_angstrom": [[2.687, -0.204, 0.303], [0.740, -0.122, 2.515], [0.534, 2.931, 0.401], [1.040, 0.117, 0.795], [-0.064, -0.227, 0.002], [-0.909, 0.915, 0.047], [-0.415, -1.343, -0.914], [-0.058, 1.906, 0.423], [-1.974, 0.897, -0.113], [-0.349, -2.310, -0.283], [0.195, -1.329, -1.772], [-1.425, -1.231, -1.406]], "lowdin_charge": [0.609, 0.611, 0.159, -1.118, -0.394, -0.026, -0.034, -0.219, 0.118, 0.128, 0.064, 0.102]}

2.
{"formula": "C5H4ClF3O2S2", "method": "wB97M-V/def2-TZVPD", "homo_lumo_gap_ev": [7.94, 8.23], "spin_multiplicity": 3, "max_force_ev_per_a": 4.4, "lumo_energy_ev": [0.085, -1.875], "species": ["Cl", "S", "S", "F", "F", "F", "O", "O", "C", "C", "C", "C", "C", "H", "H", "H", "H"], "positions_angstrom": [[3.143, 0.815, 1.547], [-1.699, -0.220, -0.863], [2.479, 0.957, -0.362], [2.011, -2.961, -1.453], [2.437, -3.062, 0.736], [0.399, -2.769, -0.004], [3.261, 0.051, -1.157], [2.411, 2.351, -0.739], [0.225, -0.121, 0.996], [1.687, -2.429, -0.245], [0.827, 0.473, -0.170], [0.011, 0.293, -1.395], [-1.059, -0.610, 0.654], [0.753, -0.177, 1.887], [-0.127, 1.147, -2.048], [-1.859, -0.876, 1.240], [0.553, -0.485, -1.889]], "lowdin_charge": [0.451, 0.991, 0.352, 0.109, 0.080, 0.087, -0.323, -0.324, -0.135, -0.280, -0.437, -0.386, -0.436, 0.055, 0.089, 0.030, 0.076]}

3.
{"formula": "C5H4ClO2", "method": "wB97M-V/def2-TZVPD", "homo_lumo_gap_ev": 7.28, "spin_multiplicity": 1, "de_lowest_kcal_mol": 20.09, "max_force_ev_per_a": 4.5, "lumo_energy_ev": 3.006, "smiles": "O=C([O-])/C=C/C=C/Cl", "charge": -1, "species": ["Cl", "O", "O", "C", "C", "C", "C", "C", "H", "H", "H", "H"], "positions_angstrom": [[1.680, -2.634, -1.872], [-1.394, 2.077, 2.794], [-2.547, 2.910, 1.003], [-0.510, 0.440, 0.193], [0.348, -1.691, -1.396], [-0.379, 1.641, 0.828], [-1.620, 2.317, 1.590], [0.463, -0.576, -0.580], [1.639, -0.313, -0.487], [-0.639, -2.112, -1.624], [0.562, 2.192, 0.666], [-1.364, -0.198, 0.214]], "lowdin_charge": [0.551, -0.075, -0.068, -0.121, -0.687, -0.009, -0.743, -0.165, 0.108, 0.051, 0.092, 0.067]}

4.
{"formula": "C5H4ClO2PS", "method": "wB97M-V/def2-TZVPD", "homo_lumo_gap_ev": 9.27, "spin_multiplicity": 1, "de_lowest_kcal_mol": 0.00, "max_force_ev_per_a": 4.0, "lumo_energy_ev": -0.597, "smiles": "O=S(=O)(Cl)c1ccccp1", "species": ["Cl", "S", "P", "O", "O", "C", "C", "C", "C", "C", "H", "H", "H", "H"], "positions_angstrom": [[3.200, -0.009, -1.600], [2.466, 0.450, 0.326], [0.442, -1.732, 0.165], [2.986, -0.476, 1.300], [2.540, 1.842, 0.482], [0.752, -0.039, 0.022], [-1.565, 0.714, -0.204], [-1.285, -1.698, 0.019], [-2.098, -0.533, -0.041], [-0.199, 0.977, -0.142], [0.099, 1.929, -0.119], [-3.112, -0.546, 0.025], [-1.922, -2.509, 0.109], [-2.304, 1.630, -0.343]], "lowdin_charge": [0.318, 0.326, 1.027, -0.357, -0.318, -0.610, -0.102, -0.329, -0.147, -0.119, 0.062, 0.069, 0.024, 0.155]}

- Number 1 is which compound?
  C5H4Cl2O